1.
# C32H44BKN4O2P2S3

C32H44BKN4O2P2S3 as an isolated structure (ωB97M-V/def2-TZVPD, OMol25).

```
89
Properties=species:S:1:pos:R:3:mulliken_charge:R:1
K 1.433 0.328 0.396 1.10
C -1.876 3.526 2.786 -2.01
C -0.671 2.824 2.186 0.10
N -0.769 1.660 1.642 0.78
N -2.045 1.113 1.770 -0.41
C -2.270 -0.017 1.189 -0.04
S -1.357 -0.993 0.135 -0.46
S -3.901 -0.687 1.644 -0.22
C -3.740 -0.588 3.461 -1.10
C -2.720 -1.571 3.969 0.52
C -3.098 -2.864 4.321 -0.50
C -2.148 -3.804 4.695 -0.46
C -0.800 -3.465 4.710 -0.50
C -0.414 -2.177 4.368 -0.71
C -1.369 -1.234 4.013 0.11
C 0.624 3.536 2.286 0.90
C 0.827 4.327 3.422 -0.52
C 1.991 5.037 3.661 -0.86
C 3.007 4.973 2.704 -0.42
C 2.844 4.225 1.564 -0.89
C 1.661 3.465 1.285 -0.12
O 1.559 2.806 0.202 -0.55
H -2.777 3.241 2.251 0.45
H -1.738 4.606 2.751 0.51
H -2.019 3.232 3.830 0.40
H -4.730 -0.802 3.867 0.49
H -3.468 0.438 3.703 0.26
H -4.147 -3.141 4.276 0.31
H -2.458 -4.809 4.958 0.35
H -0.048 -4.201 4.964 0.39
H 0.636 -1.916 4.337 0.38
H -1.059 -0.237 3.723 0.35
H 0.042 4.369 4.169 0.32
H 2.109 5.615 4.570 0.34
H 3.935 5.516 2.861 0.40
H 3.630 4.170 0.819 0.20
C -2.522 1.712 -2.792 -1.32
P -0.914 2.059 -1.953 1.25
C -1.349 3.638 -1.120 -1.31
C -0.004 2.725 -3.426 -1.32
C 1.445 3.092 -3.094 -0.88
P 2.456 1.624 -2.606 1.02
C 4.050 2.475 -2.278 -1.23
C 2.811 0.924 -4.277 -1.37
H -2.371 0.914 -3.523 0.27
H -2.941 2.588 -3.299 0.43
H -3.236 1.356 -2.047 0.29
H -1.723 4.396 -1.818 0.54
H -0.459 3.998 -0.600 0.18
H -2.110 3.432 -0.364 0.29
H -0.536 3.593 -3.837 0.54
H -0.031 1.940 -4.191 0.32
H 1.480 3.770 -2.236 0.30
H 1.921 3.596 -3.945 0.57
H 4.427 3.026 -3.146 0.37
H 4.787 1.732 -1.970 0.33
H 3.887 3.159 -1.445 0.10
H 3.104 1.693 -5.001 0.44
H 1.930 0.392 -4.639 0.28
H 3.623 0.199 -4.185 0.36
N -0.398 -1.175 -4.167 -0.43
C -1.258 -1.871 -3.857 -0.04
C -2.348 -2.749 -3.514 0.42
C -2.611 -3.853 -4.326 -0.48
C -3.654 -4.704 -4.006 -0.46
C -4.427 -4.458 -2.876 -0.40
C -4.158 -3.362 -2.069 -0.65
C -3.121 -2.498 -2.384 0.11
H -1.995 -4.034 -5.198 0.44
H -3.859 -5.564 -4.631 0.36
H -5.233 -5.133 -2.619 0.37
H -4.736 -3.181 -1.173 0.43
H -2.864 -1.671 -1.730 0.18
B 3.575 -3.922 3.312 0.15
C 3.000 -2.539 2.774 0.11
N 2.562 -1.557 2.347 -0.76
H 2.891 -4.286 4.256 -0.20
H 3.505 -4.735 2.401 -0.19
H 4.733 -3.763 3.655 -0.17
C 3.621 -3.333 -2.591 -1.28
S 2.704 -1.947 -1.889 0.89
C 1.770 -2.928 -0.697 -0.40
O 3.717 -1.160 -1.127 -0.68
H 4.146 -3.848 -1.786 0.37
H 4.334 -2.910 -3.297 0.34
H 2.935 -4.002 -3.109 0.35
H 1.510 -3.879 -1.161 0.42
H 0.854 -2.404 -0.421 -0.30
H 2.401 -3.069 0.182 0.15
```

Results
LUMO in eV: 3.8
HOMO-LUMO gap in hartree: 0.207
Electronic energy in eV: -112040.417
Total charge: -2
ΔE to the lowest compared entry with this formula, charge and spin in eV: 0.0000

***

2.
# C32H44CaCl4Cs2F2InN2NaO20S5

C32H44CaCl4Cs2F2InN2NaO20S5 as an isolated structure at a distorted geometry (ωB97M-V/def2-TZVPD, OMol25).

```
114
Properties=species:S:1:pos:R:3:mulliken_charge:R:1
O -5.673 -4.191 -3.085 -0.52
S -5.715 -5.483 -2.323 0.91
O -7.081 -5.610 -1.573 -0.76
C -4.281 -5.764 -1.160 -1.71
In -2.354 -4.683 -1.817 0.94
S -0.293 -5.936 -1.024 -0.46
C -2.347 -2.734 -0.633 -1.03
C -0.949 -2.430 0.098 -0.87
C -0.249 -1.052 -0.377 -2.05
C 0.219 -1.204 -1.951 1.99
C 0.030 0.073 -2.926 -1.03
C 0.488 -0.002 -4.406 -0.56
C 1.120 -1.312 -4.983 -0.54
C 1.283 -2.560 -4.065 -0.57
C 0.829 -2.487 -2.562 -0.51
C -2.356 -4.302 -4.039 -0.72
C -2.985 -5.484 -4.933 0.04
C -1.856 -6.481 -5.567 -0.45
C -1.965 -7.978 -5.018 0.33
C -2.022 -9.222 -5.984 -0.54
C -2.118 -10.685 -5.418 -0.40
C -2.152 -10.987 -3.879 -0.43
C -2.107 -9.767 -2.922 -0.65
C -2.031 -8.333 -3.491 0.15
H -5.708 -6.541 -3.246 0.19
H -4.104 -6.904 -1.055 0.74
H -4.587 -5.386 -0.085 0.58
H 0.393 -6.157 -2.223 0.13
H -3.142 -2.815 0.209 0.22
H -2.615 -1.827 -1.295 0.25
H -1.137 -2.301 1.234 0.31
H -0.162 -3.253 0.004 0.36
H 0.746 -0.874 0.234 0.89
H -0.970 -0.155 -0.190 0.49
H -0.453 1.028 -2.464 0.51
H 0.321 0.947 -5.032 0.30
H 1.464 -1.310 -6.082 0.32
H 1.750 -3.494 -4.533 0.50
H 0.960 -3.435 -1.928 0.22
H -3.019 -3.374 -4.210 0.28
H -1.283 -4.093 -4.371 0.21
H -3.827 -6.073 -4.435 -0.31
H -3.462 -4.970 -5.856 0.29
H -2.025 -6.552 -6.709 0.29
H -0.807 -6.020 -5.446 0.24
H -2.006 -9.042 -7.107 0.26
H -2.186 -11.586 -6.130 0.27
H -2.218 -12.031 -3.433 0.31
H -2.133 -9.924 -1.795 0.33
H -2.026 -7.469 -2.750 0.15
Cs 0.360 1.512 -0.712 1.25
O -1.539 5.251 -2.690 -0.59
S -1.933 6.506 -3.328 1.34
O -2.987 6.251 -4.325 -0.71
O -0.750 7.111 -4.010 -0.87
O -2.436 7.447 -2.305 -0.77
Cs -6.392 -6.205 0.278 0.88
C -3.314 0.924 4.274 0.23
Cl -3.692 -0.035 5.716 -0.06
Cl -4.610 2.106 3.993 -0.09
Cl -1.775 1.780 4.519 -0.10
Cl -3.175 -0.149 2.862 -0.01
Na -0.866 9.112 -2.030 0.88
Ca -1.034 8.579 -5.766 1.45
C -3.837 8.821 3.968 -0.85
C -3.264 9.075 2.790 0.35
C -1.790 9.265 2.667 0.99
O -1.295 9.478 1.568 -0.62
C -0.983 9.192 3.888 -1.01
C -1.556 8.941 5.068 0.42
C -3.026 8.724 5.187 0.91
O -3.512 8.480 6.275 -0.58
O -0.821 8.872 6.208 -0.55
O -4.006 9.171 1.650 -0.56
H -4.905 8.680 4.071 0.43
H 0.082 9.348 3.787 0.41
H -1.462 8.679 6.921 0.36
H -3.365 9.356 0.939 0.29
C 5.402 6.035 6.478 -0.81
O 5.465 5.806 5.082 -0.24
C 6.799 5.770 4.590 -0.57
C 6.923 4.779 3.436 -0.27
O 6.895 3.411 3.844 -0.47
C 5.630 2.898 4.270 -0.34
C 4.610 2.753 3.144 -0.56
O 4.061 4.022 2.799 -0.25
C 3.659 4.095 1.448 -0.73
H 5.736 7.050 6.715 0.33
H 4.366 5.918 6.798 0.24
H 6.011 5.301 7.020 0.35
H 7.506 5.492 5.380 0.36
H 7.045 6.777 4.232 0.38
H 7.905 4.924 2.976 0.41
H 6.187 4.973 2.654 0.07
H 5.233 3.477 5.103 0.13
H 5.842 1.897 4.658 0.41
H 3.784 2.115 3.478 0.41
H 5.094 2.289 2.277 0.36
H 4.483 3.823 0.779 0.36
H 3.373 5.125 1.233 0.25
H 2.797 3.441 1.272 0.21
N -3.896 1.990 8.748 0.97
O -4.428 1.153 9.493 -0.57
O -4.507 2.414 7.753 -0.54
O -2.751 2.403 8.995 -0.57
N 4.190 -4.776 -2.252 -0.15
S 4.949 -6.137 -2.485 1.04
O 6.137 -6.373 -1.696 -0.61
O 4.954 -6.674 -3.827 -0.60
F 3.917 -7.130 -1.772 -0.27
S 5.006 -3.550 -2.798 1.08
O 4.512 -2.273 -2.326 -0.61
O 5.407 -3.565 -4.187 -0.59
F 6.399 -3.646 -2.032 -0.28
```

Results
LUMO in eV: -5.6
HOMO-LUMO gap in hartree: 0.032
Electronic energy in eV: -216624.801

***

3.
# C32H44EuF6N4OSeSi

C32H44EuF6N4OSeSi as an isolated structure at a distorted geometry (ωB97M-V/def2-TZVPD, OMol25).

```
90
Properties=species:S:1:pos:R:3:mulliken_charge:R:1
Eu 0.509 1.015 0.887 0.16
C 0.546 -3.237 3.040 -1.01
C 1.665 -3.174 3.895 -0.64
C 2.569 -2.112 3.780 -1.30
C 2.363 -1.111 2.800 0.70
N 1.293 -1.190 1.950 0.70
C 0.437 -2.223 2.068 -0.14
C 3.264 0.064 2.562 0.94
C 4.581 0.028 3.022 -0.90
C 5.406 1.120 2.853 -0.61
C 4.910 2.283 2.325 -0.89
C 3.640 2.278 1.841 -0.14
C 2.776 1.206 1.868 0.24
H -0.212 -4.042 3.101 0.42
H 1.680 -3.848 4.720 0.40
H 3.432 -2.111 4.329 0.58
H -0.339 -2.232 1.343 0.40
H 5.020 -0.833 3.491 0.34
H 6.467 1.029 3.059 0.34
H 5.512 3.125 2.078 0.40
H 3.274 3.155 1.325 0.21
Se 0.451 4.150 0.600 -0.27
C -1.277 4.341 0.158 0.32
N -2.378 4.396 -0.191 -0.67
C -2.730 2.292 3.259 -1.37
C -1.393 1.759 3.744 0.75
O -0.614 1.462 2.674 0.22
C -0.596 2.812 4.666 0.42
F -1.208 3.028 5.834 -0.30
F -0.558 4.049 4.019 -0.27
F 0.662 2.478 4.849 -0.20
C -1.705 0.510 4.649 0.45
F -2.761 0.646 5.512 -0.35
F -2.071 -0.515 3.895 -0.15
F -0.683 0.209 5.446 -0.30
H -2.582 3.035 2.455 0.29
H -3.398 2.735 4.020 0.35
H -3.287 1.447 2.808 0.28
C 3.779 2.188 -4.204 -0.99
N 3.236 1.563 -3.017 0.40
C 3.580 0.281 -2.626 -0.69
C 2.947 0.092 -1.431 -0.67
N 2.295 1.295 -1.037 0.36
C 2.550 2.154 -2.012 -0.63
H 4.123 1.437 -4.885 0.31
H 4.514 2.934 -3.916 0.34
H 3.000 2.731 -4.736 0.37
H 4.261 -0.288 -3.220 0.45
H 2.936 -0.717 -0.770 0.51
H 2.342 3.274 -1.992 0.32
C -4.084 -1.246 -1.578 -1.79
C -2.998 -0.680 -0.698 2.71
C -3.078 -1.416 0.676 -2.08
C -3.447 0.779 -0.362 -1.43
Si -1.197 -0.726 -1.365 -1.17
C -1.115 0.185 -3.049 2.81
C 0.299 -0.010 -3.614 -1.59
C -1.332 1.687 -2.852 -1.63
C -2.110 -0.115 -4.253 -1.98
C -0.911 -2.739 -1.929 2.51
C -1.736 -3.706 -1.096 -2.00
C -1.380 -3.052 -3.409 -2.21
C 0.514 -3.175 -1.816 -1.36
H -5.072 -1.252 -1.067 0.46
H -3.837 -2.260 -1.894 0.23
H -4.046 -0.598 -2.411 0.38
H -4.096 -1.257 1.001 0.70
H -2.419 -0.941 1.418 -0.02
H -2.865 -2.478 0.649 0.28
H -4.479 0.845 0.164 0.47
H -3.536 1.415 -1.237 0.28
H -2.710 1.242 0.302 0.14
H 0.891 0.054 -2.725 -0.23
H 0.585 0.780 -4.351 0.54
H 0.463 -1.082 -4.035 0.04
H -0.914 2.015 -1.883 0.07
H -2.345 2.056 -2.812 0.40
H -0.777 2.323 -3.658 0.42
H -1.912 -1.033 -4.741 0.45
H -1.948 0.700 -4.951 0.55
H -3.167 -0.049 -4.016 0.25
H -2.798 -3.593 -1.235 0.39
H -1.564 -3.540 -0.015 0.13
H -1.380 -4.733 -1.317 0.58
H -2.408 -2.835 -3.627 0.34
H -1.312 -4.146 -3.534 0.50
H -0.798 -2.544 -4.119 0.53
H 0.903 -3.123 -0.769 0.10
H 1.042 -2.542 -2.480 0.32
H 0.848 -4.177 -2.202 0.37
```

Results
LUMO (alpha / beta) in eV: 2.2 / 2.2
HOMO-LUMO gap (alpha / beta) in hartree: 0.238 / 0.237
<S²>: 12.018
Electronic energy in eV: -150765.390
Total charge: -1
ΔE to the lowest compared entry with this formula, charge and spin in eV: 1.8939
2S+1: 7

***

4.
# C32H44GaIN2O2SSi

C32H44GaIN2O2SSi as an isolated structure at a distorted geometry (ωB97M-V/def2-TZVPD, OMol25).

```
84
Properties=species:S:1:pos:R:3:mulliken_charge:R:1
Ga -0.116 -0.748 0.053 0.67
C 1.026 2.446 -3.127 -1.18
C 2.025 2.184 -2.047 0.55
N 3.231 2.677 -2.170 -0.68
C 4.140 2.450 -1.225 -0.73
C 3.864 1.812 -0.035 0.18
C 4.979 1.584 0.951 -0.37
O 5.911 2.634 1.002 -0.57
C 2.549 1.328 0.169 1.25
C 2.045 1.026 1.472 -0.90
N 0.930 0.440 1.746 0.59
C 0.465 0.482 3.073 -0.61
C 1.049 -0.318 4.053 0.12
C 0.554 -0.335 5.343 -0.84
C -0.542 0.446 5.675 -0.65
C -1.090 1.298 4.732 -0.38
C -0.577 1.328 3.445 -0.18
I -1.286 2.793 2.091 0.04
C 1.638 1.390 -0.922 0.39
O 0.490 0.785 -0.918 -0.75
H 1.498 2.964 -3.958 0.38
H 0.216 3.059 -2.730 0.28
H 0.588 1.508 -3.470 0.23
H 5.133 2.815 -1.439 0.52
H 5.552 0.702 0.641 0.19
H 4.585 1.371 1.955 0.36
H 5.432 3.470 1.062 0.38
H 2.591 1.474 2.309 0.59
H 1.900 -0.924 3.777 0.34
H 1.032 -0.951 6.089 0.42
H -0.964 0.411 6.667 0.41
H -1.902 1.957 5.002 0.41
S -2.293 -0.047 0.269 -0.50
C -3.405 -1.428 0.141 0.56
C -3.805 -2.100 1.290 -0.53
C -4.739 -3.117 1.211 -0.45
C -5.285 -3.468 -0.012 -0.61
C -4.898 -2.791 -1.156 -0.51
C -3.971 -1.768 -1.082 -0.54
H -3.383 -1.813 2.243 0.41
H -5.048 -3.632 2.109 0.41
H -6.015 -4.262 -0.072 0.40
H -5.328 -3.055 -2.112 0.40
H -3.681 -1.218 -1.966 0.44
C 3.576 -4.118 -0.812 -1.76
C 2.905 -2.805 -0.409 2.78
C 3.425 -2.386 0.964 -1.78
C 3.336 -1.714 -1.390 -2.14
Si 0.944 -2.958 -0.371 -1.16
C 0.285 -4.035 1.149 2.92
C 0.376 -3.207 2.430 -1.88
C 1.059 -5.333 1.374 -2.06
C -1.192 -4.377 0.953 -2.10
C 0.258 -3.577 -2.114 2.75
C 0.328 -5.093 -2.303 -1.81
C 1.002 -2.929 -3.282 -2.03
C -1.192 -3.112 -2.229 -2.01
H 4.659 -3.997 -0.814 0.52
H 3.275 -4.421 -1.810 0.33
H 3.326 -4.923 -0.129 0.31
H 4.503 -2.228 0.922 0.64
H 3.235 -3.144 1.718 0.28
H 2.960 -1.449 1.274 0.27
H 4.373 -1.431 -1.212 0.54
H 2.726 -0.822 -1.273 0.43
H 3.268 -2.040 -2.421 0.30
H 1.404 -3.008 2.713 0.16
H -0.100 -3.735 3.258 0.66
H -0.145 -2.253 2.315 0.02
H 2.093 -5.137 1.645 0.40
H 1.044 -5.963 0.490 0.35
H 0.608 -5.886 2.198 0.52
H -1.779 -3.475 0.784 0.17
H -1.586 -4.862 1.847 0.67
H -1.345 -5.057 0.120 0.24
H 1.348 -5.457 -2.217 0.33
H -0.037 -5.356 -3.296 0.53
H -0.280 -5.621 -1.576 0.29
H 2.011 -3.318 -3.392 0.39
H 1.043 -1.848 -3.157 0.32
H 0.478 -3.135 -4.216 0.62
H -1.830 -3.544 -1.464 0.25
H -1.609 -3.382 -3.200 0.67
H -1.232 -2.021 -2.142 0.14
```

Results
LUMO in eV: -0.4
HOMO-LUMO gap in hartree: 0.282
Electronic energy in eV: -120165.214
ΔE to the lowest compared entry with this formula, charge and spin in eV: 0.7706

***

5.
# C32H44N8O7S4Ti

C32H44N8O7S4Ti as an isolated structure (ωB97M-V/def2-TZVPD, OMol25).

```
96
Properties=species:S:1:pos:R:3:mulliken_charge:R:1
Ti 0.168 -1.397 0.862 -0.32
O -1.215 -1.487 1.980 0.02
C -2.510 -1.834 1.800 0.88
C -3.528 -1.060 2.333 -0.43
C -4.841 -1.464 2.160 -0.77
C -5.141 -2.634 1.467 -1.00
C -4.120 -3.405 0.944 -0.92
C -2.790 -3.014 1.106 0.18
C -1.674 -3.789 0.589 -0.30
N -0.448 -3.318 0.367 1.33
C 0.314 -4.365 -0.120 -0.88
C -0.460 -5.473 -0.185 -0.88
N -1.709 -5.091 0.261 0.07
H -3.285 -0.169 2.895 0.46
H -5.640 -0.865 2.572 0.49
H -6.169 -2.939 1.338 0.44
H -4.362 -4.306 0.392 0.48
H 1.355 -4.242 -0.362 0.53
H -0.240 -6.480 -0.484 0.47
H -2.506 -5.696 0.375 0.21
C -0.526 -4.126 5.525 -0.87
C 0.318 -4.805 4.452 -0.92
S 1.219 -3.763 3.290 0.27
C 2.398 -2.888 4.341 -1.17
C 1.889 -1.692 5.152 -0.78
S 0.937 -0.516 4.161 0.07
C -0.589 -0.231 5.094 -0.29
C -1.229 -1.389 5.855 -1.15
S -1.676 -2.867 4.907 0.10
H 0.108 -3.677 6.288 0.38
H -1.109 -4.898 6.030 0.54
H -0.318 -5.422 3.814 0.35
H 1.019 -5.489 4.937 0.55
H 3.187 -2.564 3.663 0.42
H 2.863 -3.608 5.019 0.64
H 2.748 -1.181 5.587 0.53
H 1.272 -2.023 5.983 0.21
H -1.280 0.134 4.331 -0.09
H -0.435 0.589 5.798 0.65
H -2.151 -1.004 6.295 0.51
H -0.617 -1.696 6.704 0.59
O 1.221 0.610 -1.780 -0.99
C 0.840 -0.539 -1.922 0.64
O 0.828 -1.457 -1.020 -0.62
C 0.262 -1.018 -3.261 -0.09
N -1.266 -0.963 -3.140 0.17
C -1.786 -0.115 -4.285 0.05
C -0.693 -0.236 -5.330 -0.76
C 0.584 -0.185 -4.493 -0.68
H 0.514 -2.070 -3.383 0.49
H -1.555 -0.610 -2.212 0.14
H -1.638 -1.908 -3.213 0.48
H -1.886 0.897 -3.902 -0.13
H -2.763 -0.495 -4.575 0.42
H -0.753 0.575 -6.052 0.46
H -0.775 -1.177 -5.879 0.34
H 0.803 0.839 -4.185 0.24
H 1.452 -0.586 -5.012 0.48
C 3.622 5.895 -5.350 -1.49
C 2.374 5.473 -4.633 0.88
C 2.050 6.008 -3.389 -0.86
C 0.899 5.624 -2.719 -0.39
C 0.064 4.680 -3.295 0.19
C 0.363 4.133 -4.537 -0.46
C 1.512 4.533 -5.196 -0.84
S -1.473 4.249 -2.555 1.20
O -1.726 2.873 -2.928 -0.61
O -2.460 5.247 -2.818 -0.73
N -1.166 4.325 -0.944 -0.24
C -0.606 3.141 -0.310 -0.90
C -1.663 2.083 0.059 -0.72
C -1.011 0.751 0.214 1.40
O 0.053 0.633 0.911 -0.55
O -1.433 -0.297 -0.353 -0.80
H 3.913 6.907 -5.074 0.39
H 3.488 5.861 -6.430 0.39
H 4.453 5.233 -5.101 0.29
H 2.696 6.755 -2.946 0.42
H 0.644 6.066 -1.766 0.52
H -0.309 3.418 -4.992 0.54
H 1.737 4.124 -6.173 0.39
H -1.910 4.816 -0.465 0.32
H -0.044 3.443 0.574 0.49
H 0.112 2.712 -1.011 0.19
H -2.424 2.006 -0.712 0.42
H -2.148 2.342 1.004 0.34
N 3.193 1.706 -0.225 -0.01
C 4.002 1.325 0.758 0.67
N 5.023 2.089 1.133 -0.36
N 3.857 0.175 1.422 -0.76
C 2.907 -0.640 1.351 0.90
N 2.095 -1.493 1.374 -0.12
H 3.375 2.559 -0.727 0.21
H 2.500 1.074 -0.621 0.00
H 5.237 2.961 0.682 0.20
H 5.585 1.792 1.912 0.26
```

Results
LUMO in eV: -6.0
HOMO-LUMO gap in hartree: 0.237
Electronic energy in eV: -126601.445
Total charge: +2
ΔE to the lowest compared entry with this formula, charge and spin in eV: 0.3010